Version P
DFT (ωB97M-V/def2-TZVPD) results for an isolated ion of composition C4H7IN and charge +1.

Geometry as XYZ:
```
13
Properties=species:S:1:pos:R:3:nbo_charge:R:1
I 3.3552 0.0009 -0.0445 0.27
C 1.2580 -0.0998 0.4132 0.00
C 0.2501 -1.3414 0.4403 -0.34
C -0.7016 -0.3431 -0.8494 -0.18
N 0.4706 0.6571 -0.6093 -0.40
C 0.6030 1.1596 0.7606 -0.29
H -0.2814 -1.2217 1.3450 0.23
H 0.6356 -2.2886 0.0923 0.27
H -0.6750 -0.4836 -1.9045 0.23
H -1.6736 -0.0247 -0.5578 0.23
H 0.7579 1.2612 -1.2803 0.44
H -0.2814 0.9110 1.4871 0.25
H 1.1718 2.1332 1.0560 0.30
```

As for the HOMO-LUMO gap: 10.0192 eV. The value obtained for the HOMO energy is -14.0 eV. The net charge is +1.

---

Version Q
DFT (ωB97M-V/def2-TZVPD) results for a 2-piece molecular cluster, C4H7IN overall.

Geometry as XYZ:
```
13
Properties=species:S:1:pos:R:3:nbo_charge:R:1
C 1.4098 -0.0601 -2.4191 -0.19
C 0.5181 -0.2118 -1.6260 -0.18
C 0.4784 0.8436 1.2182 -0.74
C -0.3892 0.4024 0.1738 0.11
N -0.8030 -0.9907 0.5334 -0.79
I -2.0836 1.4763 -0.6548 0.34
H 1.8519 -0.4527 -3.2636 0.25
H -0.1709 0.4670 2.0623 0.23
H 1.3620 0.3278 1.0730 0.27
H 0.5708 1.9872 1.2440 0.29
H -1.7787 -0.8732 0.7850 0.46
H -0.8386 -1.5918 -0.3803 0.50
H -0.1270 -1.3241 1.2543 0.46
```

As for the HOMO-LUMO gap: 8.8419 eV. The value obtained for the HOMO energy is -13.9 eV. The net charge is +1.

---

Most stable structure, least stable structure: version P, version Q.

---

Version P
DFT (ωB97M-V/def2-TZVPD) results for a 2-piece molecular cluster, C4H7IN overall.

Geometry as XYZ:
```
13
Properties=species:S:1:pos:R:3:nbo_charge:R:1
C 1.0902 -1.4343 0.2513 -0.24
C 2.3016 -0.7147 -0.1779 -0.20
C 0.0160 0.7481 -0.3802 0.15
C -2.7862 1.4549 0.2599 -0.36
N 0.9282 -0.1202 -0.2275 -0.34
I -4.0719 -0.0946 -0.0182 0.42
H 0.7470 -2.0973 -0.5316 0.23
H 0.7658 -1.7771 1.2865 0.26
H 2.7187 -0.2562 0.7270 0.24
H 2.8686 -0.8180 -1.0695 0.26
H 0.2792 1.6455 -0.8498 0.16
H -2.7374 1.8200 1.2660 0.22
H -2.1197 1.6440 -0.5359 0.21
```

As for the HOMO-LUMO gap (spin up / spin down): 8.1264 / 5.5119 eV. The value obtained for the HOMO energy (spin up / spin down) is -13.6 / -12.1 eV. The net charge is +1.

---

Version Q
DFT (ωB97M-V/def2-TZVPD) results for a 2-piece molecular cluster, C4H7IN overall.

Geometry as XYZ:
```
13
Properties=species:S:1:pos:R:3:nbo_charge:R:1
C -0.1630 -1.1067 0.6986 -0.50
C -0.9238 -0.7883 -0.6460 -0.16
C -0.2069 1.3376 0.4682 -0.31
C 0.5586 0.1367 0.5612 0.35
N -0.0657 0.4908 -0.7438 -0.40
I 4.0424 0.3129 -0.0509 0.03
H -0.8274 -1.1663 1.5312 0.26
H 0.5803 -2.0093 0.6706 0.28
H -0.5509 -1.4685 -1.3667 0.24
H -1.9231 -0.6570 -0.7326 0.23
H -1.2538 1.7604 0.8263 0.28
H 0.4354 2.1985 0.3391 0.26
H 0.2978 0.9592 -1.5553 0.46
```

As for the HOMO-LUMO gap (spin up / spin down): 7.4597 / 6.7275 eV. The value obtained for the HOMO energy (spin up / spin down) is -13.5 / -13.2 eV. The net charge is +1.

---

Most stable structure, least stable structure: version Q, version P.

---

Version P
DFT (ωB97M-V/def2-TZVPD) results for a 2-piece molecular cluster, H4INP2 overall.

Geometry as XYZ:
```
8
Properties=species:S:1:pos:R:3:mulliken_spin:R:1
N -0.5891 -1.9843 -0.1487 0.48
P -0.0963 1.3870 -0.3487 0.14
P 0.4925 -0.8492 -0.4484 0.30
I 3.8008 0.1792 0.2606 1.00
H -1.4236 -1.8300 0.4204 -0.02
H -1.0714 1.1563 0.4621 0.00
H 0.8146 1.5893 0.6721 0.01
H 0.9452 -1.3626 -1.7496 0.08
```

As for the HOMO-LUMO gap (spin up / spin down): 8.1645 / 5.7831 eV. The expectation value of S² is 2.013. The value obtained for the HOMO energy (spin up / spin down) is -7.4 / -9.3 eV. As for the spin multiplicity: 3.

---

Version Q
DFT (ωB97M-V/def2-TZVPD) results for a 2-piece molecular cluster, H4INP2 overall.

Geometry as XYZ:
```
8
Properties=species:S:1:pos:R:3:mulliken_spin:R:1
N -1.0647 -1.8142 0.0452 0.53
P -0.8492 1.3689 -0.0322 0.14
P 0.0333 -0.7305 -0.1505 0.29
I 3.3570 0.2166 0.5657 1.00
H -1.8511 -1.4920 0.6124 -0.02
H -0.1191 1.8160 1.1180 0.00
H 0.2145 1.7920 -0.8254 0.00
H 0.2792 -1.1569 -1.3332 0.05
```

As for the HOMO-LUMO gap (spin up / spin down): 8.2732 / 6.0635 eV. The expectation value of S² is 2.012. The value obtained for the HOMO energy (spin up / spin down) is -7.6 / -9.6 eV. As for the spin multiplicity: 3.

---

Most stable structure, least stable structure: version P, version Q.

---

Version P
DFT (ωB97M-V/def2-TZVPD) results for a 2-piece molecular cluster, C3H6NO overall.

Geometry as XYZ:
```
11
Properties=species:S:1:pos:R:3:nbo_charge:R:1
C -1.5903 -1.4518 0.7088 0.12
C -1.3259 -0.3451 0.3056 -0.25
C -0.9208 0.9392 0.1022 0.48
N 1.7776 -0.0661 -0.1672 -1.10
O -0.8375 1.5172 -1.0136 -0.50
H -1.6459 -2.5397 0.9369 0.29
H -0.7103 1.5591 0.9904 0.25
H 1.8671 0.4522 0.7634 0.38
H 2.4782 0.1841 -0.7413 0.38
H 1.6458 -1.0796 -0.0750 0.38
H -0.7380 0.8306 -1.8101 0.55
```

As for the HOMO-LUMO gap: 7.7229 eV. The value obtained for the HOMO energy is -14.4 eV. The net charge is +1.

---

Version Q
DFT (ωB97M-V/def2-TZVPD) results for an isolated ion of composition C3H6NO and charge +1.

Geometry as XYZ:
```
11
Properties=species:S:1:pos:R:3:nbo_charge:R:1
C 2.0460 0.2342 -0.3082 -0.15
C 1.0018 -0.1204 0.4623 -0.05
C -0.4526 -0.2506 -0.6012 0.41
N -1.8632 0.0337 -0.0349 -0.80
O 0.1105 -1.1788 0.1529 -0.47
H 2.7764 0.9402 0.0438 0.24
H 2.1396 -0.1471 -1.3122 0.24
H 0.8529 0.2593 1.4663 0.23
H -2.1103 1.0232 -0.1518 0.46
H -2.0213 -0.2785 0.9375 0.43
H -2.4798 -0.5154 -0.6545 0.46
```

As for the HOMO-LUMO gap (spin up / spin down): 8.3085 / 8.3096 eV. The value obtained for the HOMO energy (spin up / spin down) is -13.9 / -13.9 eV. The net charge is +1.

---

Most stable structure, least stable structure: version P, version Q.

---

Version P
DFT (ωB97M-V/def2-TZVPD) results for a 2-piece molecular cluster, C3H6NO overall.

Geometry as XYZ:
```
11
Properties=species:S:1:pos:R:3:nbo_charge:R:1
C -1.8969 0.2064 0.0747 0.31
C 0.8375 -0.2806 0.7053 -0.02
C 0.9557 0.9007 0.2079 0.07
N 1.0657 -0.1935 -0.7100 -0.51
O -1.3089 1.0231 -0.5575 -0.51
H -1.3594 -0.4964 0.5600 0.09
H -2.8833 0.4371 0.5554 0.16
H 0.8186 -1.1052 1.3132 0.27
H 0.7515 1.9716 0.2192 0.31
H 1.8082 -0.4194 -1.2554 0.42
H 0.2010 -0.3080 -1.2766 0.41
```

As for the HOMO-LUMO gap: 10.7432 eV. The value obtained for the HOMO energy is -15.2 eV. The net charge is +1.

---

Version Q
DFT (ωB97M-V/def2-TZVPD) results for a 2-piece molecular cluster, C3H6NO overall.

Geometry as XYZ:
```
11
Properties=species:S:1:pos:R:3:nbo_charge:R:1
C -1.1308 -0.4826 1.4149 0.07
C 0.2028 0.5493 -0.1203 0.46
C 2.2886 -0.3764 -1.1029 -0.30
N -2.2452 0.4930 1.3093 -0.89
O 1.1873 -0.1511 -0.2408 -0.46
H 2.3169 0.3418 -2.0182 0.24
H 2.2734 -1.5001 -1.4809 0.26
H 3.2264 -0.2661 -0.5651 0.25
H -2.2695 0.7901 2.2811 0.46
H -3.2109 0.0835 1.1728 0.45
H -1.9269 1.2020 0.5522 0.48
```

As for the HOMO-LUMO gap (spin up / spin down): 7.6700 / 7.2412 eV. The value obtained for the HOMO energy (spin up / spin down) is -12.6 / -12.9 eV. The net charge is +1.

---

Most stable structure, least stable structure: version P, version Q.

---

Version P
DFT (ωB97M-V/def2-TZVPD) results for C3H4NO as an isolated structure.

Geometry as XYZ:
```
9
Properties=species:S:1:pos:R:3:nbo_charge:R:1
C -1.5862 0.9798 0.0969 0.70
C -0.1279 0.7908 -0.1206 -0.50
C -0.4702 -0.6974 0.1061 -0.10
N -2.6325 0.3603 0.0580 -0.03
O -1.9296 -0.8729 -0.1302 -0.22
H -0.0676 1.0403 -1.2193 0.31
H 0.3481 1.2082 0.7615 0.32
H 0.1030 -1.4621 -0.4715 0.28
H -0.4488 -0.8729 1.2028 0.24
```

As for the HOMO-LUMO gap: 8.6069 eV. The value obtained for the HOMO energy is -16.9 eV. The net charge is +1.

---

Version Q
DFT (ωB97M-V/def2-TZVPD) results for C3H4NO as an isolated structure.

Geometry as XYZ:
```
9
Properties=species:S:1:pos:R:3:nbo_charge:R:1
C 0.6568 0.3719 -0.0300 -0.52
C -0.6421 1.0298 0.0411 0.38
C 0.2626 -1.0805 -0.1261 0.01
N -1.0711 -1.0883 -0.1003 -0.02
O -1.5808 0.1329 -0.0281 -0.13
H 1.6154 0.8483 -0.1204 0.33
H -0.8001 2.0039 -0.0605 0.24
H 0.7239 -1.9615 -0.4735 0.31
H 0.8354 -0.2565 0.8979 0.40
```

As for the HOMO-LUMO gap: 10.8421 eV. The value obtained for the HOMO energy is -17.1 eV. The net charge is +1.

---

Version R
DFT (ωB97M-V/def2-TZVPD) results for an isolated ion of composition C3H4NO and charge +1.

Geometry as XYZ:
```
9
Properties=species:S:1:pos:R:3:nbo_charge:R:1
C 1.6119 1.2220 0.0117 0.49
N 1.0638 0.1755 0.0505 -0.17
C 0.0462 -0.7236 -0.0859 -0.42
C -1.3737 -0.0439 0.0335 0.45
O -1.4879 1.1186 -0.0779 -0.44
H 2.3977 1.9123 -0.1148 0.30
H -0.1715 -1.3735 0.8097 0.30
H 0.1151 -1.5457 -0.8065 0.31
H -2.2015 -0.7418 0.1797 0.18
```

As for the HOMO-LUMO gap: 9.5702 eV. The value obtained for the HOMO energy is -15.4 eV. The net charge is +1.

---

Most stable structure, least stable structure: version R, version P.